Run 1
ORCA calculation (ωB97M-V with the def2-TZVPD basis set) on the ion C2H7N4O with charge +1.

Each line ends with the Mulliken charge.
Positions of all 14 atoms, in Å:
C1 -1.3270 -0.0796 -0.0011  0.378
C2 -0.7089 1.2742 0.2427  -0.212
N1 -2.5185 -0.3598 0.1272  -0.507
N2 -0.2200 -0.8629 -0.4182  -0.214
N3 2.1403 -0.6582 0.4151  -0.421
N4 0.9036 -0.1249 -0.5562  0.214
O1 0.5994 1.1876 -0.3302  -0.201
H1 -1.2477 2.0756 -0.2673  0.274
H2 -0.6616 1.4996 1.3132  0.235
H3 -2.8548 -1.2967 -0.0433  0.258
H4 -0.2279 -1.8369 -0.6823  0.221
H5 2.9073 -0.0048 0.2832  0.306
H6 1.8237 -0.6047 1.3826  0.295
H7 1.3920 -0.2084 -1.4655  0.375

## Properties
lowest unoccupied orbital energy: -3.66 eV
SMILES: [H]/N=C1/CO[N@@H+](N)N1
molar mass: 103.1 g mol⁻¹
total charge: +1
HOMO: -15.00 eV

Run 2
ORCA calculation (ωB97M-V with the def2-TZVPD basis set) on the ion C2H7N4O with charge +1.

Each line ends with the Mulliken charge.
Positions of all 14 atoms, in Å:
C1 -1.0956 0.4846 0.1366  0.587
C2 0.8312 -1.4522 -0.4843  -0.692
N1 -1.9944 -0.0430 0.7195  -0.395
N2 1.6270 0.3138 1.2646  -0.264
N3 -1.0828 1.4970 -0.7195  -0.286
N4 0.5727 -0.1226 0.0445  0.319
O1 1.6329 0.7936 -0.0603  -0.175
H1 1.0332 -1.4198 -1.5389  0.339
H2 1.8373 -1.7483 -0.0523  0.299
H3 -0.0708 -1.9602 -0.2642  0.288
H4 -2.1999 -0.8667 1.1842  0.261
H5 1.0397 0.8326 1.9201  0.288
H6 -1.8915 1.9250 -0.9757  0.221
H7 -0.2390 1.7664 -1.1744  0.209

## Properties
lowest unoccupied orbital energy (spin up / spin down): -4.99 / -4.99 eV
SMILES: [H]/N=C(/N)[N@+]1(C)NO1
molar mass: 103.1 g mol⁻¹
total charge: +1
HOMO (spin up / spin down): -15.17 / -15.17 eV

Most favorable structure: run 1. The second most favorable one is 0.0793 hartree above it.

Run 1
ORCA calculation (ωB97M-V with the def2-TZVPD basis set) on a cluster of 2 separate species, C5H12N3 in total.

Each line ends with the Mulliken charge.
Positions of all 20 atoms, in Å:
C1 2.6778 -0.0127 -0.2975  0.523
C2 -0.1161 0.6213 -0.4658  -0.203
C3 2.6986 0.4729 1.0141  -0.877
C4 -2.4494 0.0742 -0.0792  -1.103
C5 -0.5844 -1.6858 -0.0792  -0.834
N1 2.7240 -0.5029 -1.3521  0.011
N2 -1.0133 -0.3139 -0.2484  0.084
N3 -0.5252 1.9045 -0.5133  -0.359
H1 2.6754 1.4884 1.1831  0.381
H2 3.5607 -0.1289 1.5216  0.314
H3 1.8188 0.3067 1.5944  0.329
H4 -2.9513 0.6758 -0.9618  0.300
H5 -3.1423 -0.8216 0.2351  0.281
H6 -2.5887 0.6609 0.7520  0.501
H7 -0.0969 -2.1237 -0.9815  0.227
H8 -0.0919 -1.6906 0.9009  0.306
H9 -1.4033 -2.2741 -0.0832  0.375
H10 2.8856 -1.1649 -2.0183  0.284
H11 0.2327 2.3867 -0.9438  0.270
H12 -1.4716 2.1047 -0.6776  0.190

## Properties
lowest unoccupied orbital energy: -3.83 eV
molar mass: 114.2 g mol⁻¹
total charge: +1
HOMO: -11.91 eV

Run 2
ORCA calculation (ωB97M-V with the def2-TZVPD basis set) on a cluster of 2 separate species, C5H12N3 in total.

Each line ends with the Mulliken charge.
Positions of all 20 atoms, in Å:
C1 -1.3283 1.4082 0.9654  -1.291
C2 -0.3245 1.2569 -0.1798  -0.195
C3 -0.5564 -0.1311 -0.9707  -0.989
C4 -0.2859 -1.3304 -0.1075  -0.403
C5 0.9852 -1.3744 0.5282  0.075
N1 5.5970 -0.2995 -0.6962  -0.242
N2 4.5800 0.0598 -0.4919  0.211
N3 2.1101 -0.7340 0.2334  -0.311
H1 -2.3689 1.4788 0.5486  0.315
H2 -1.4926 0.5331 1.6385  0.286
H3 -1.1547 2.1455 1.6307  0.430
H4 0.7560 1.2743 0.1701  0.214
H5 -0.5108 2.0413 -0.8549  0.386
H6 -1.5838 -0.1084 -1.1135  0.478
H7 -0.0548 -0.0880 -2.0070  0.280
H8 -0.6782 -2.3009 -0.6065  0.389
H9 -1.0332 -1.1864 0.6155  0.264
H10 1.0897 -2.1621 1.3577  0.366
H11 2.9419 -0.7106 0.8804  0.316
H12 2.1694 -0.0762 -0.5448  0.422

## Properties
lowest unoccupied orbital energy: -5.05 eV
molar mass: 114.2 g mol⁻¹
total charge: +1
HOMO: -15.37 eV

Most favorable structure: run 2. The second most favorable one is 0.1307 hartree above it.